<i>
Formula: C5H14NO2
Source: OMol25
Level of theory: the ωB97M-V functional and the def2-TZVPD basis

Positions of all 22 atoms, in Å:
C1 -0.04971 2.42122 -0.74462
C2 -0.41444 1.17278 0.09099
C3 -0.32478 -0.04027 -0.89561
C4 -0.20040 -1.34876 -0.16903
C5 -1.63034 -1.20485 -0.11085
O1 -2.17961 -0.68035 1.08273
N1 0.45551 1.02952 1.24177
H1 -0.71821 2.49056 -1.72592
H2 0.95751 2.17394 -1.16985
H3 -0.07287 3.41549 -0.25312
H4 -1.38704 1.32422 0.41451
H5 0.60029 0.03681 -1.48951
H6 -1.01053 0.21018 -1.63216
H7 0.33758 -1.49470 0.78517
H8 0.08466 -2.28712 -0.92026
H9 -2.32749 -1.95522 -0.74293
H10 1.02636 1.80726 1.47644
H11 -2.98880 -1.27128 1.25586
H12 0.05005 0.85049 2.22592
H13 3.01021 -2.65064 -0.21277
H14 3.62746 -2.17224 1.14806
O2 3.15462 -1.82702 0.34519

## Properties
LUMO level ... -5.533 eV
Frontier orbital gap ... 7.5 eV
Charge ... +1



<ii>
Formula: C5H14NO2
Source: OMol25
Level of theory: the ωB97M-V functional and the def2-TZVPD basis

Positions of all 22 atoms, in Å:
C1 -1.29041 0.41245 1.99365
C2 -0.36257 0.18340 0.85580
C3 -1.06454 -0.21515 -0.41735
C4 -0.14056 -0.53961 -1.57568
C5 0.20614 0.65064 -2.42781
O1 0.72635 1.70675 -2.05127
N1 0.36626 1.52048 0.58202
H1 -0.80968 0.42285 3.01323
H2 -2.07971 -0.48338 2.03319
H3 -2.07849 1.20085 1.94896
H4 0.46875 -0.47671 1.18045
H5 -1.76863 0.67601 -0.67958
H6 -1.78307 -1.00753 -0.13338
H7 -0.69264 -1.41765 -2.25712
H8 0.59107 -1.26744 -1.13970
H9 0.28459 0.39008 -3.59863
H10 1.29325 1.36791 0.75937
H11 -0.03014 2.26710 1.26884
H12 0.46437 1.84363 -0.40373
H13 3.25977 -2.15942 0.60218
H14 2.10727 -2.96243 0.00819
O2 2.33264 -2.11281 0.43841

## Properties
LUMO level ... -3.489 eV
Frontier orbital gap ... 11.0 eV
Charge ... +1



It turns out <ii> is the most stable, with the second structure 291.2 kJ/mol higher.



<i>
Formula: C5H14NO2
Source: OMol25
Level of theory: the ωB97M-V functional and the def2-TZVPD basis

Positions of all 22 atoms, in Å:
C1 0.72585 2.03392 -2.20320
C2 1.84328 1.03267 -1.98975
C3 1.51970 0.51022 -0.59447
C4 0.91226 -0.68096 -0.65656
N1 0.66672 -1.53172 0.50191
C5 0.59762 -1.02001 1.67786
H1 -0.35565 1.80292 -2.15372
H2 0.44173 2.51198 -3.17002
H3 0.71869 2.86031 -1.50483
H4 2.78860 1.57345 -2.07202
H5 1.98969 0.36731 -2.82058
H6 1.82814 1.09456 0.25276
H7 0.46457 -1.11719 -1.53274
H8 0.44750 -2.50860 0.35147
H9 0.74867 0.03072 1.84681
H10 0.56001 -1.68142 2.52897
H11 -1.76623 -1.28080 3.63335
H12 -1.81263 0.19944 3.14592
O1 -1.42141 -0.65417 2.98866
H13 -3.42560 -1.91272 0.60596
H14 -4.10092 -0.64263 0.85581
O2 -3.37058 -0.98730 0.30842

## Properties
LUMO level ... -4.516 eV
Frontier orbital gap ... 9.0 eV
Charge ... +1



<ii>
Formula: C5H14NO2
Source: OMol25
Level of theory: the ωB97M-V functional and the def2-TZVPD basis

Positions of all 22 atoms, in Å:
O1 0.13173 1.00564 -2.55572
C1 -0.12651 1.01929 -1.38175
C2 -1.06419 -0.13631 -0.89719
C3 -0.67357 -0.61976 0.46390
C4 -0.74458 0.49504 1.61125
C5 0.18825 0.12388 2.76492
N1 -0.80480 -1.16172 -2.01605
H1 0.18341 1.82297 -0.72477
H2 -2.08487 0.17531 -1.10770
H3 0.26655 -1.14956 0.63008
H4 -1.32661 -1.39188 0.89646
H5 -0.55569 1.47644 1.18093
H6 -1.77842 0.56351 1.92979
H7 -0.29997 0.10933 3.74301
H8 1.06961 0.73857 2.93651
H9 0.50218 -0.90550 2.62157
H10 -0.42202 -0.49504 -2.74706
H11 0.02639 -1.69284 -1.75001
H12 -1.49847 -1.84064 -2.28831
H13 2.72344 0.96348 -1.76575
H14 3.45948 0.61587 -0.43362
O2 2.82867 0.28392 -1.11050

## Properties
LUMO level ... -3.868 eV
Frontier orbital gap ... 11.1 eV
Charge ... +1



It turns out <ii> is the most stable, with the second structure 141.2 kJ/mol higher.



<i>
Formula: C5H14NO2
Source: OMol25
Level of theory: the ωB97M-V functional and the def2-TZVPD basis

Positions of all 22 atoms, in Å:
C1 -1.30257 0.44575 1.33452
C2 -0.52526 0.59499 0.01184
C3 -0.16408 -0.81386 -0.50171
C4 0.95272 -0.34281 -1.90477
C5 -0.17173 -1.12461 -2.11271
O1 -1.31008 -0.57771 -2.65845
N1 0.70538 1.37133 0.12237
H1 -2.33454 0.17220 1.18086
H2 -0.78476 -0.26871 1.96935
H3 -1.30786 1.42126 1.81256
H4 -1.18526 1.04122 -0.72543
H5 0.54708 -1.31045 0.15689
H6 -1.07398 -1.37751 -0.28661
H7 0.93532 0.69830 -2.16318
H8 1.93073 -0.75600 -1.72641
H9 -0.11239 -2.18594 -2.27033
H10 1.16700 1.18159 1.01133
H11 -1.16914 -0.43003 -3.60092
H12 0.50283 2.36202 0.09995
H13 1.16789 -0.71230 3.50895
H14 2.03121 0.53754 3.69908
O2 1.50149 0.07375 3.04281

## Properties
LUMO level ... -4.616 eV
Frontier orbital gap ... 8.9 eV
Charge ... +1



<ii>
Formula: C5H14NO2
Source: OMol25
Level of theory: the ωB97M-V functional and the def2-TZVPD basis

Positions of all 22 atoms, in Å:
C1 -8.23885 -2.29285 -0.43258
C2 -7.62736 -0.97690 0.05618
C3 -7.60751 0.13660 -1.00205
C4 -7.16272 1.70412 0.80274
C5 -8.03047 1.41348 -0.28993
O1 -9.39968 1.23437 0.16049
N1 -6.28144 -1.24349 0.52256
H1 -9.18853 -2.06531 -0.80524
H2 -7.62052 -2.70027 -1.23459
H3 -8.27399 -3.00973 0.44769
H4 -8.24186 -0.50639 0.86346
H5 -6.58644 0.32656 -1.36847
H6 -8.32426 -0.04640 -1.77239
H7 -7.47242 1.69162 1.81518
H8 -6.18132 2.13121 0.57438
H9 -8.01566 2.24733 -1.08093
H10 -5.89899 -0.44127 1.03536
H11 -9.69735 2.04154 0.44386
H12 -6.26928 -2.02932 1.20679
H13 42.53974 0.81939 0.33849
H14 43.36284 0.21744 -0.68858
O2 44.62964 0.03080 0.05962

## Properties
LUMO level ... -8.089 eV
Frontier orbital gap ... 3.7 eV
Charge ... +1



<iii>
Formula: C5H14NO2
Source: OMol25
Level of theory: the ωB97M-V functional and the def2-TZVPD basis

Positions of all 22 atoms, in Å:
O1 0.13951 0.96878 2.55486
C1 0.32099 -0.41401 2.20416
C2 0.47931 -0.60038 0.65939
N1 -0.12865 0.50602 -0.11752
C3 -0.93324 -0.16546 -1.35808
C4 -0.40482 -1.53691 -1.34013
C5 -0.33751 -1.81744 0.18912
H1 1.08073 1.41909 2.87350
H2 1.25187 -0.68707 2.71520
H3 -0.41529 -0.96345 2.68278
H4 1.52542 -0.67575 0.42177
H5 -0.73190 1.09116 0.60617
H6 0.47397 1.21189 -0.52253
H7 -0.62252 0.42544 -2.32613
H8 -2.04383 -0.10489 -1.12107
H9 0.49195 -1.66052 -1.93271
H10 -1.00291 -2.45661 -1.90430
H11 -1.38467 -2.11869 0.62791
H12 0.21217 -2.69351 0.42628
H13 0.33450 3.19620 -2.24024
H14 0.98370 2.29100 -3.24989
O2 0.61037 2.20481 -2.34998

## Properties
LUMO level ... -2.961 eV
Frontier orbital gap ... 11.6 eV
Charge ... +1



It turns out <iii> is the most stable, with the second structure 108.6 kJ/mol higher.



<i>
Formula: C4H7FN2
Source: OMol25
Level of theory: the ωB97M-V functional and the def2-TZVPD basis

Positions of all 14 atoms, in Å:
C1 0.22758 -1.65151 -1.42914
C2 1.03646 -0.69890 0.36010
C3 -0.93631 -0.86933 -0.84603
C4 -0.51326 1.12189 0.70070
N1 1.29048 -1.66231 -0.76143
N2 -0.29834 -0.26303 0.30420
F1 -1.94145 -1.86056 -0.57006
H1 0.06688 -2.20367 -2.26578
H2 1.20035 -1.25397 1.39233
H3 1.69066 0.13914 0.12668
H4 -1.43910 -0.24864 -1.51155
H5 -0.68249 1.89529 -0.07461
H6 -1.38792 1.14589 1.39769
H7 0.29374 1.48166 1.38781

## Properties
LUMO level ... 0.893 eV
SMILES string ... CN1CN=C[C@H]1F
Frontier orbital gap ... 10.3 eV
Charge ... 0



<ii>
Formula: C4H7FN2
Source: OMol25
Level of theory: the ωB97M-V functional and the def2-TZVPD basis

Positions of all 14 atoms, in Å:
C1 -0.59713 1.92204 -0.33072
C2 0.32430 1.28218 0.27313
C3 -1.75102 -0.27723 -0.48835
C4 1.57847 -0.97182 0.52946
N1 -0.54977 -0.88015 -0.34298
N2 0.40281 -0.16787 0.35854
F1 -2.55996 -0.30927 0.56766
H1 -0.87619 2.93016 -0.39814
H2 1.20017 1.73503 0.64626
H3 -2.31567 -0.32412 -1.36418
H4 1.84461 -0.88077 1.54802
H5 1.21578 -1.98529 0.52542
H6 2.34618 -0.81952 -0.21771
H7 -0.26258 -1.25337 -1.30641

## Properties
LUMO level (spin up / spin down) ... 0.819 / 0.820 eV
Frontier orbital gap (spin up / spin down) ... 8.5 / 8.5 eV
Charge ... 0



It turns out <i> is the most stable, with the second structure 392.3 kJ/mol higher.



<i>
Formula: C4H13NOS
Source: OMol25
Level of theory: the ωB97M-V functional and the def2-TZVPD basis

Positions of all 20 atoms, in Å:
C1 -0.56335 1.22437 -1.38512
C2 -1.30426 0.74979 -0.12994
S1 -1.88174 -1.08032 -0.20813
C3 0.72791 0.45134 -1.61278
N1 1.66277 0.69023 -0.44562
C4 3.02818 0.25548 -0.62722
H1 -1.15825 0.94465 -2.30864
H2 -0.63004 2.36267 -1.48544
H3 -2.22985 1.24899 0.09430
H4 -0.67350 0.89036 0.78821
H5 -2.09475 -0.87084 1.09120
H6 0.65810 -0.65119 -1.90775
H7 1.38157 0.87165 -2.36242
H8 1.50557 0.61652 0.56399
H9 3.38166 0.75295 -1.47531
H10 3.28734 -0.82829 -0.88333
H11 3.52821 0.84019 0.12180
H12 0.14426 -0.59576 2.85981
H13 -0.35330 -0.52127 4.31850
O1 0.04883 -1.08662 3.69561

## Properties
LUMO level ... 0.516 eV
SMILES string ... CNCCCS.O
Frontier orbital gap ... 9.1 eV
Charge ... 0



<ii>
Formula: C4H13NOS
Source: OMol25
Level of theory: the ωB97M-V functional and the def2-TZVPD basis

Positions of all 20 atoms, in Å:
C1 -0.16025 0.41111 1.36966
C2 0.46886 1.34938 0.33694
C3 -0.25432 1.38415 -0.97117
S1 -2.00431 1.94400 -0.85391
C4 0.02369 -1.08176 0.84630
N1 1.12119 -1.93223 1.26078
H1 -1.23100 0.59371 1.53816
H2 0.42695 0.52129 2.39711
H3 1.62179 1.08685 0.19403
H4 0.58144 2.39027 0.60831
H5 -0.13152 0.42829 -1.52303
H6 0.20064 2.19579 -1.59366
H7 -1.95500 2.82790 0.12416
H8 -0.22949 -1.14930 -0.23598
H9 -0.91772 -1.73621 1.27908
H10 1.73865 -1.51976 1.86652
H11 1.53499 -2.25761 0.39409
H12 0.28606 -2.22117 -2.08749
H13 -0.97262 -1.60688 -2.27330
O1 -0.14804 -1.62784 -2.67661

## Properties
LUMO level ... 0.701 eV
SMILES string ... NCCCCS.O
Frontier orbital gap ... 9.7 eV
Charge ... 0



It turns out <ii> is the most stable, with the second structure 39.9 kJ/mol higher.